Record 1
ORCA calculation (ωB97M-V with the def2-TZVPD basis set) on a structure of composition C36H87BrClFN4O12P3S2 at a distorted geometry.

Last column: Mulliken charge in e.
Geometry (Å):
C: -1.306 3.528 4.799  -1.426
C: -2.065 2.579 3.892  -0.365
N: -1.962 2.956 2.458  0.636
C: -2.379 1.788 1.646  -1.885
C: -1.159 0.869 1.521  -1.862
N: -0.739 0.364 0.143  0.831
C: -0.259 1.383 -0.975  0.964
C: 1.062 0.735 -1.467  -0.712
C: 1.746 1.359 -2.687  -1.159
O: 1.085 1.756 -3.638  -0.698
N: 3.117 1.441 -2.607  0.142
C: 3.783 0.149 -2.345  -0.914
C: 3.707 2.092 -3.780  -0.875
C: -0.013 2.756 -0.360  -0.593
C: 0.681 3.801 -1.242  0.407
C: 0.331 5.235 -0.861  -1.418
F: 2.071 3.613 -1.049  -0.460
C: -1.323 1.171 -2.114  -0.267
P: -1.755 2.719 -3.103  0.231
O: -2.829 2.130 -4.163  -0.472
Br: -3.103 3.892 -1.703  -0.179
C: -2.298 -0.014 -1.664  1.086
Cl: -2.492 -1.013 -3.119  -0.010
P: -4.140 0.420 -1.351  0.256
S: -5.485 -0.944 -1.625  -0.255
C: -1.500 -0.752 -0.482  -0.986
P: -2.787 -1.523 0.742  -0.112
S: -2.051 -2.644 2.157  -0.219
N: -0.594 -1.801 -0.841  1.147
C: 0.547 -2.109 0.029  -0.726
C: -0.844 -2.893 -1.788  -0.002
C: -1.760 -3.996 -1.402  -1.416
O: -0.181 -2.915 -2.792  -0.462
C: -2.837 4.089 2.209  0.390
C: -4.322 3.891 2.155  -1.073
O: -2.340 5.185 2.090  -0.584
H: -1.173 3.060 5.772  0.401
H: -1.874 4.453 4.881  0.429
H: -0.340 3.749 4.350  0.162
H: -1.653 1.573 3.956  0.333
H: -3.108 2.523 4.228  0.533
H: -3.206 1.272 2.136  1.021
H: -2.695 2.160 0.675  0.252
H: -1.254 -0.022 2.143  1.253
H: -0.302 1.392 1.932  0.270
H: 0.170 -0.007 0.424  0.385
H: 0.840 -0.297 -1.753  0.214
H: 1.797 0.723 -0.660  1.556
H: 3.780 -0.474 -3.241  0.322
H: 4.820 0.339 -2.076  0.410
H: 3.321 -0.383 -1.519  0.296
H: 3.270 3.075 -3.917  0.302
H: 4.773 2.207 -3.593  0.400
H: 3.586 1.487 -4.682  0.242
H: -0.916 3.192 0.042  -0.820
H: 0.654 2.627 0.495  0.737
H: 0.527 3.634 -2.305  0.238
H: 0.210 5.857 -1.746  0.355
H: -0.568 5.306 -0.255  0.291
H: 1.153 5.637 -0.271  0.399
H: -0.753 0.669 -2.895  0.105
H: -3.739 2.406 -4.013  0.367
H: -4.291 1.479 -2.212  -0.053
H: -4.216 1.010 -0.088  0.040
H: -3.620 -2.195 -0.147  0.169
H: -3.575 -0.506 1.290  0.080
H: 1.138 -2.881 -0.461  0.413
H: 0.261 -2.470 1.015  0.216
H: 1.230 -1.265 0.143  0.508
H: -1.506 -4.853 -2.025  0.549
H: -1.630 -4.280 -0.356  0.339
H: -2.804 -3.745 -1.596  0.231
H: -4.639 2.943 1.728  0.220
H: -4.760 3.957 3.153  0.339
H: -4.768 4.679 1.565  0.424
C: -0.399 -0.145 -6.155  0.050
C: 0.720 -0.221 -7.173  -0.168
O: 1.041 1.058 -7.709  -0.558
H: -1.292 0.293 -6.602  0.315
H: -0.648 -1.138 -5.773  0.168
H: -0.102 0.486 -5.313  -0.407
H: 0.440 -0.840 -8.023  0.373
H: 1.610 -0.668 -6.709  0.010
H: 1.296 1.633 -6.980  0.335
C: 2.075 1.077 5.929  -1.212
C: 1.586 0.397 4.668  -0.257
O: 0.745 1.276 3.892  -0.130
H: 1.233 1.404 6.541  0.266
H: 2.690 0.396 6.515  0.343
H: 2.672 1.960 5.687  0.351
H: 0.977 -0.472 4.910  0.196
H: 2.426 0.060 4.063  0.278
H: 1.275 2.042 3.648  0.167
C: -9.162 4.830 0.206  -1.074
C: -8.091 5.239 1.197  -0.294
O: -6.774 4.897 0.743  -0.428
H: -9.118 3.757 0.017  0.273
H: -10.154 5.077 0.581  0.350
H: -9.023 5.345 -0.748  0.333
H: -8.221 4.715 2.142  0.293
H: -8.142 6.313 1.394  0.289
H: -6.634 5.356 -0.091  0.222
C: 2.624 -3.232 6.753  -0.887
C: 3.337 -3.135 5.418  -0.105
O: 3.693 -1.796 5.087  -0.411
H: 1.726 -2.611 6.750  0.168
H: 2.330 -4.259 6.969  0.300
H: 3.273 -2.878 7.557  0.343
H: 2.686 -3.476 4.612  0.120
H: 4.232 -3.768 5.420  0.268
H: 4.292 -1.476 5.776  0.229
C: 4.496 0.232 -9.181  -0.823
C: 4.581 -1.186 -8.657  -0.241
O: 4.674 -1.222 -7.230  -0.521
H: 5.369 0.807 -8.871  0.277
H: 4.437 0.251 -10.270  0.335
H: 3.607 0.733 -8.789  0.178
H: 5.471 -1.690 -9.028  0.320
H: 3.708 -1.764 -8.979  0.243
H: 3.885 -0.794 -6.888  0.230
C: -1.298 -5.470 4.697  -0.890
C: 0.134 -5.799 5.078  0.077
O: 0.341 -5.786 6.486  -0.496
H: -1.580 -4.493 5.092  0.240
H: -1.424 -5.459 3.613  0.163
H: -1.987 -6.209 5.111  0.409
H: 0.816 -5.051 4.674  -0.044
H: 0.422 -6.773 4.668  0.295
H: -0.233 -6.448 6.880  0.293
C: -0.848 -5.597 -5.826  -0.891
C: -2.244 -5.059 -6.074  -0.204
O: -2.942 -4.789 -4.859  -0.503
H: -0.894 -6.508 -5.229  0.265
H: -0.341 -5.820 -6.765  0.367
H: -0.246 -4.867 -5.277  0.180
H: -2.851 -5.789 -6.606  0.323
H: -2.199 -4.151 -6.685  0.226
H: -2.432 -4.130 -4.378  0.230
C: 8.355 -1.615 7.287  -1.087
C: 7.368 -1.290 6.184  -0.226
O: 6.040 -1.112 6.687  -0.488
H: 8.049 -2.516 7.818  0.292
H: 9.354 -1.771 6.879  0.344
H: 8.408 -0.800 8.012  0.331
H: 7.303 -2.108 5.469  0.277
H: 7.679 -0.392 5.642  0.279
H: 6.053 -0.386 7.318  0.244

The total charge is +1. As for the HOMO-LUMO gap: 0.3385 Eh. The LUMO energy comes out at -2.3 eV. The total energy is -204083.999 eV.

Record 2
ORCA calculation (ωB97M-V with the def2-TZVPD basis set) on a structure of composition C36H89CrF9N8O14S2 at a distorted geometry.

Last column: Mulliken charge in e.
Geometry (Å):
Cr: -3.242 0.833 1.387  0.309
C: -0.409 0.038 -0.245  -0.846
O: 0.393 0.114 0.938  0.095
O: -1.618 0.445 0.115  1.559
C: 0.317 0.793 -1.376  0.820
F: 0.628 2.051 -1.008  -0.282
F: 1.518 0.262 -1.681  -0.318
F: -0.396 0.807 -2.504  0.294
C: 1.504 -0.739 1.127  -0.446
C: 2.159 -0.133 2.405  0.123
H: 2.258 0.945 2.298  0.325
H: 1.545 -0.277 3.295  -0.798
H: 3.116 -0.627 2.572  -0.031
H: 2.217 -0.609 0.308  0.679
H: 1.196 -1.788 1.195  -0.103
H: -0.366 -1.017 -0.587  -0.470
C: -3.718 1.425 -2.902  0.462
F: -3.723 0.144 -2.493  -0.203
F: -2.635 1.708 -3.600  -0.155
F: -4.798 1.564 -3.619  -0.223
S: -3.763 2.613 -1.383  0.434
O: -2.444 3.060 -1.032  -0.586
O: -4.668 3.620 -1.853  -0.555
N: -4.413 1.606 -0.079  -0.199
S: -6.015 1.700 -0.088  0.870
O: -6.695 1.658 -1.355  -0.608
O: -6.503 0.783 0.937  -0.802
C: -6.470 3.394 0.675  0.558
F: -5.391 3.969 1.190  -0.193
F: -6.948 4.203 -0.258  -0.194
F: -7.422 3.241 1.564  -0.206
C: 4.758 -3.419 -0.265  -1.117
C: 4.093 -3.085 1.078  0.469
O: 4.553 -3.802 2.221  -0.557
H: 5.814 -3.162 -0.251  0.358
H: 4.222 -2.773 -0.962  0.255
H: 4.558 -4.472 -0.450  0.310
H: 3.018 -3.072 0.901  0.069
H: 4.274 -2.062 1.437  -0.065
H: 5.454 -3.555 2.435  0.326
C: -1.367 -2.614 -3.122  -0.392
C: -1.106 -3.473 -4.380  0.138
C: -2.281 -3.625 -5.329  -0.694
O: -3.165 -4.478 -4.637  -0.334
C: -4.433 -4.566 -5.298  -0.806
N: 0.046 -2.888 -5.030  -0.740
H: -0.539 -2.460 -2.436  0.399
H: -2.213 -3.058 -2.596  0.018
H: -1.755 -1.661 -3.496  -0.220
H: -0.842 -4.489 -4.057  0.445
H: -2.018 -4.073 -6.287  0.530
H: -2.703 -2.614 -5.385  0.107
H: -4.779 -3.568 -5.578  0.326
H: -5.209 -4.964 -4.648  0.256
H: -4.288 -5.214 -6.163  0.326
H: -0.193 -2.018 -5.602  0.214
H: 0.796 -2.526 -4.430  0.383
C: -2.897 -3.071 0.461  -1.713
C: -3.845 -1.959 0.026  2.239
C: -5.075 -2.577 -0.624  -1.353
O: -5.887 -1.495 -1.035  0.109
C: -7.000 -1.937 -1.774  -0.886
N: -4.134 -1.085 1.208  0.166
H: -2.729 -3.803 -0.336  0.498
H: -3.296 -3.614 1.322  0.571
H: -1.881 -2.729 0.672  0.081
H: -3.273 -1.389 -0.705  -1.482
H: -5.639 -3.156 0.119  0.428
H: -4.804 -3.147 -1.517  0.539
H: -6.674 -2.420 -2.702  0.273
H: -7.669 -1.104 -1.982  0.217
H: -7.598 -2.649 -1.189  0.332
H: -4.347 -1.752 1.966  0.364
H: -5.157 -0.913 1.141  0.320
C: 2.322 -0.928 6.175  -1.053
C: 1.140 -1.814 6.523  0.957
C: 1.200 -3.093 5.734  -1.213
O: 0.816 -2.855 4.390  0.011
C: 0.545 -4.033 3.677  -0.880
N: 1.182 -2.105 7.975  -0.752
H: 3.280 -1.318 6.511  0.418
H: 2.164 0.084 6.572  0.499
H: 2.388 -0.685 5.111  -0.320
H: 0.190 -1.301 6.327  0.184
H: 0.523 -3.842 6.170  0.518
H: 2.191 -3.555 5.797  0.324
H: -0.319 -4.538 4.122  0.373
H: 1.391 -4.726 3.626  0.312
H: 0.300 -3.836 2.632  0.163
H: 0.404 -2.719 8.181  0.267
H: 1.112 -1.206 8.432  0.281
C: -0.765 3.699 3.472  -1.536
C: -1.249 2.442 2.722  0.406
C: -1.408 1.241 3.676  -0.635
O: -1.998 0.149 2.970  0.489
C: -1.757 -1.090 3.602  0.074
N: -2.483 2.762 1.973  0.030
H: -1.127 3.884 4.491  0.371
H: -0.998 4.620 2.934  0.445
H: 0.311 3.707 3.668  0.422
H: -0.411 2.143 2.093  -0.295
H: -2.060 1.498 4.520  0.509
H: -0.409 1.034 4.061  0.172
H: -2.517 -1.274 4.373  0.419
H: -0.748 -1.150 4.006  -0.466
H: -1.883 -1.891 2.872  -0.252
H: -2.257 3.674 1.571  0.400
H: -3.105 3.166 2.688  0.255
C: 4.924 3.338 -2.941  -1.572
C: 3.759 3.815 -3.780  1.459
C: 3.056 5.067 -3.217  -0.729
O: 1.943 5.371 -4.079  -0.466
C: 0.794 4.661 -3.730  -0.182
N: 4.111 3.963 -5.203  -0.758
H: 5.839 3.936 -2.957  0.371
H: 5.289 2.377 -3.311  0.412
H: 4.598 3.200 -1.909  0.328
H: 2.995 3.030 -3.763  -0.509
H: 3.691 5.945 -3.353  0.299
H: 2.729 5.023 -2.178  0.353
H: 0.022 4.620 -4.503  0.256
H: 0.188 5.079 -2.913  0.339
H: 0.977 3.632 -3.402  -0.178
H: 4.883 4.627 -5.244  0.287
H: 3.316 4.474 -5.588  0.321
C: 5.808 0.217 8.432  -1.398
C: 6.162 0.288 6.950  0.746
C: 5.510 1.420 6.183  -0.541
O: 5.961 1.589 4.845  -0.446
C: 5.787 0.461 4.030  -0.442
N: 7.622 0.530 6.889  -0.768
H: 4.738 0.018 8.529  0.288
H: 6.030 1.113 9.018  0.354
H: 6.476 -0.488 8.929  0.352
H: 5.976 -0.694 6.496  0.195
H: 5.693 2.413 6.591  0.387
H: 4.418 1.294 6.230  0.140
H: 6.026 0.643 2.981  0.371
H: 4.745 0.146 4.159  0.016
H: 6.431 -0.411 4.214  0.284
H: 8.091 -0.331 7.151  0.255
H: 7.888 0.748 5.934  0.255
C: 0.657 0.888 -5.398  -1.370
C: -0.755 0.590 -5.880  2.086
C: -1.346 1.721 -6.717  -1.022
O: -0.442 1.947 -7.765  -0.324
C: -0.779 3.032 -8.585  -0.846
N: -0.821 -0.699 -6.598  -0.618
H: 0.676 1.914 -5.037  0.119
H: 1.440 0.755 -6.148  0.475
H: 0.997 0.174 -4.643  0.274
H: -1.372 0.444 -4.991  -1.176
H: -1.609 2.620 -6.148  0.381
H: -2.319 1.378 -7.107  0.609
H: 0.043 3.307 -9.239  0.300
H: -0.964 3.944 -7.995  0.298
H: -1.734 2.909 -9.110  0.322
H: -0.336 -0.634 -7.497  0.241
H: -1.771 -0.833 -6.948  0.261

The total charge is +1. Its multiplicity is 4. As for the HOMO-LUMO gap (alpha / beta): 0.1347 / 0.1912 Eh. The LUMO energy (alpha / beta) comes out at -6.1 / -4.6 eV. The calculation puts the relative energy (zero: lowest compared OMol25 entry of this formula, charge and spin) at 27.0 kcal/mol. The total energy is -153898.259 eV.

Record 3
ORCA calculation (ωB97M-V with the def2-TZVPD basis set) on a structure of composition C36H89F6N7O11Zn at a distorted geometry.

Last column: Mulliken charge in e.
Geometry (Å):
Zn: 0.299 0.347 -0.620  3.290
C: 2.669 2.196 1.003  -0.765
O: 2.013 3.322 0.394  -0.464
O: 1.993 1.089 0.504  -0.508
C: 4.258 2.345 0.845  0.369
F: 4.778 3.570 1.122  -0.312
F: 4.846 1.410 1.658  -0.115
F: 4.520 2.110 -0.439  -0.273
C: 1.944 4.608 1.033  -0.565
C: 1.177 5.579 0.073  -0.886
H: 0.214 5.094 -0.085  -0.052
H: 1.060 6.511 0.625  0.471
H: 1.623 5.772 -0.903  0.278
H: 2.914 5.043 1.276  0.304
H: 1.313 4.453 1.908  0.365
H: 2.389 2.234 2.056  0.094
C: -1.925 -0.927 -3.037  -1.004
O: -0.901 -1.272 -3.998  -0.003
O: -1.242 -0.430 -1.930  -0.753
C: -3.154 -0.205 -3.688  0.650
F: -3.088 -0.174 -5.016  -0.311
F: -4.391 -0.682 -3.400  -0.403
F: -3.375 1.068 -3.369  -0.185
C: -1.099 -2.179 -5.061  -0.270
C: 0.217 -2.383 -5.786  -0.987
H: 0.132 -2.515 -6.865  0.402
H: 0.794 -1.459 -5.762  0.180
H: 0.640 -3.322 -5.431  0.138
H: -1.772 -1.765 -5.812  0.329
H: -1.400 -3.174 -4.735  0.262
H: -2.314 -1.904 -2.747  0.213
C: 2.115 -1.216 5.666  -1.203
C: 2.797 0.170 5.594  0.195
C: 4.176 0.124 4.933  0.555
O: 4.786 1.369 4.674  -0.276
C: 5.083 2.390 5.687  -0.821
N: 1.906 1.042 4.884  -0.539
H: 2.897 -1.877 6.038  0.270
H: 1.723 -1.639 4.741  0.032
H: 1.276 -1.186 6.362  0.385
H: 2.940 0.584 6.592  0.457
H: 4.143 -0.406 3.981  -0.806
H: 4.930 -0.433 5.488  0.462
H: 5.257 3.364 5.230  0.248
H: 5.969 2.159 6.279  0.273
H: 4.287 2.383 6.431  0.364
H: 1.712 0.689 3.958  -0.131
H: 2.372 1.932 4.775  0.387
C: 1.170 3.551 -3.271  -1.203
C: 0.710 2.209 -2.791  0.894
C: 1.976 1.280 -2.827  -1.570
O: 1.500 0.045 -2.317  0.855
C: 2.277 -1.025 -2.825  -1.097
N: 0.239 2.336 -1.401  1.429
H: 0.372 4.286 -3.370  0.239
H: 1.746 3.515 -4.196  0.417
H: 1.761 4.012 -2.479  0.148
H: -0.103 1.693 -3.301  -0.094
H: 2.735 1.638 -2.132  0.141
H: 2.464 1.385 -3.796  0.668
H: 1.990 -2.035 -2.532  -0.064
H: 3.313 -0.878 -2.519  0.443
H: 2.365 -1.028 -3.911  0.378
H: 1.090 2.728 -1.025  -0.265
H: -0.404 3.113 -1.345  -0.698
C: -0.957 -4.866 -1.508  -1.214
C: 0.483 -5.462 -1.798  0.214
C: 0.859 -5.312 -3.286  0.184
O: 2.187 -5.955 -3.476  -0.405
C: 2.372 -7.356 -3.212  -0.686
N: 1.502 -4.750 -0.979  -0.288
H: -1.194 -4.918 -0.445  0.340
H: -1.736 -5.393 -2.059  0.494
H: -1.142 -3.803 -1.661  -0.111
H: 0.456 -6.542 -1.654  0.325
H: 0.859 -4.248 -3.521  -0.733
H: 0.162 -5.758 -3.995  0.515
H: 2.285 -7.631 -2.161  0.264
H: 3.291 -7.783 -3.616  0.274
H: 1.630 -7.830 -3.854  0.287
H: 1.623 -5.310 -0.147  0.269
H: 2.364 -4.978 -1.453  0.315
C: -5.559 4.272 -0.520  -1.524
C: -4.565 4.914 0.353  1.441
C: -3.331 5.325 -0.360  -1.274
O: -2.622 4.207 -0.893  0.149
C: -2.830 4.008 -2.264  -0.628
N: -5.223 6.032 1.026  -0.708
H: -5.856 4.721 -1.468  0.302
H: -6.549 4.134 -0.085  0.292
H: -5.293 3.244 -0.769  0.250
H: -4.222 4.137 1.037  -0.089
H: -2.676 5.760 0.395  0.304
H: -3.578 6.021 -1.161  0.409
H: -3.823 3.784 -2.653  0.346
H: -2.133 3.209 -2.518  -0.240
H: -2.263 4.787 -2.773  0.478
H: -4.511 6.585 1.482  0.249
H: -5.948 5.728 1.660  0.259
C: -4.466 -0.212 0.043  -0.684
C: -5.858 -0.771 -0.289  0.067
C: -6.743 0.197 -1.023  -0.504
O: -7.235 1.246 -0.150  -0.361
C: -8.511 1.726 -0.665  -0.825
N: -5.604 -1.959 -0.963  -0.766
H: -4.537 0.492 0.872  0.545
H: -4.022 0.295 -0.813  -0.051
H: -3.754 -0.964 0.384  -0.101
H: -6.256 -1.039 0.690  0.464
H: -7.555 -0.461 -1.333  0.408
H: -6.378 0.619 -1.959  0.316
H: -8.779 2.488 0.067  0.276
H: -9.300 0.983 -0.782  0.343
H: -8.327 2.261 -1.596  0.321
H: -5.115 -1.657 -1.794  0.249
H: -6.442 -2.363 -1.356  0.307
C: 4.413 -2.176 0.239  -1.153
C: 3.870 -2.668 1.566  1.088
C: 4.969 -2.605 2.688  -1.381
O: 4.463 -2.861 3.961  -0.210
C: 5.373 -3.319 4.927  -1.054
N: 2.784 -1.801 1.975  0.120
H: 5.492 -2.086 0.365  0.483
H: 4.091 -1.202 -0.130  -0.049
H: 4.242 -2.924 -0.534  0.195
H: 3.594 -3.697 1.338  0.218
H: 5.274 -1.565 2.808  0.447
H: 5.782 -3.253 2.362  0.590
H: 5.550 -4.352 4.630  0.375
H: 5.036 -3.273 5.963  0.264
H: 6.356 -2.854 5.001  0.409
H: 2.959 -0.819 1.816  -0.903
H: 2.723 -1.927 2.976  -0.296
C: -0.546 -2.773 2.180  -1.526
C: -0.723 -1.596 1.265  1.341
C: -0.810 -0.174 1.969  -0.608
O: -0.996 0.880 0.995  -0.022
C: -1.262 2.108 1.664  -0.670
N: 0.440 -1.527 0.333  2.207
H: -1.193 -3.631 2.000  0.326
H: -0.854 -2.398 3.156  0.505
H: 0.485 -3.105 2.298  0.192
H: -1.707 -1.685 0.803  -0.444
H: 0.126 -0.121 2.526  -0.428
H: -1.682 -0.307 2.609  0.572
H: -2.227 2.129 2.170  0.434
H: -1.058 2.936 0.985  -0.137
H: -0.485 2.338 2.392  0.207
H: 0.341 -2.390 -0.182  -0.123
H: 1.299 -1.788 0.794  -1.000

As for the HOMO-LUMO gap: 0.3098 Eh. The LUMO energy comes out at 0.6 eV. The total energy is -136445.124 eV.